{"formula": "C20H19BCl3O5", "method": "ωB97M-V/def2-TZVPD", "species": ["Cl", "Cl", "Cl", "O", "O", "O", "O", "O", "C", "C", "C", "C", "C", "C", "C", "C", "C", "C", "C", "C", "C", "C", "C", "C", "C", "C", "C", "C", "B", "H", "H", "H", "H", "H", "H", "H", "H", "H", "H", "H", "H", "H", "H", "H", "H", "H", "H", "H"], "coordinates": [[-2.2231, 3.1367, 2.6639], [-2.6577, 3.3447, -0.3460], [-0.1463, 4.5597, 0.9368], [-1.4422, -3.1566, -1.2847], [-0.7810, -1.1288, -2.2639], [-0.6551, 1.8680, 0.8594], [-1.2183, 0.8250, -1.2108], [-2.6207, -3.0367, 0.5902], [2.7602, 3.3600, -1.5460], [-0.7825, -0.9704, 2.4586], [-0.3799, -3.2041, -3.4245], [0.4076, -2.7183, 3.6487], [0.7251, 3.9492, -2.7237], [-1.8219, -2.4887, -0.1464], [2.0861, 4.1474, -2.4906], [-1.3261, -1.0911, 0.0488], [0.7018, 2.2050, -1.0566], [-0.6313, -2.3172, 2.8082], [-1.2214, -0.4941, -1.1941], [1.0877, -0.4093, 3.8969], [0.0113, -0.0127, 3.1023], [-1.7638, -0.5793, 1.3594], [0.9277, -2.6777, -1.3247], [-0.3946, -2.5492, -2.0480], [-0.1389, 1.2392, -0.2209], [1.2944, -1.7667, 4.1645], [0.0396, 2.9639, -2.0148], [2.0721, 2.3808, -0.8239], [-1.3519, 3.1323, 1.0013], [-0.1845, -4.2744, -3.3140], [-1.3501, -3.0693, -3.9107], [1.1384, -3.7509, -1.2162], [1.7325, -2.2322, -1.9221], [1.7585, 0.3469, 4.3043], [0.9089, -2.2362, -0.3209], [0.1571, 4.5511, -3.4332], [0.5205, -3.7763, 3.8857], [-1.3318, -3.0475, 2.4023], [-2.6992, -1.1156, 1.5532], [2.1315, -2.0825, 4.7887], [2.5436, 1.7669, -0.0525], [2.6248, 4.9135, -3.0498], [3.8253, 3.5134, -1.3577], [0.4091, -2.7604, -4.0381], [-1.0332, 2.8428, -2.1405], [-1.9536, 0.4888, 1.3545], [0.4596, 0.3671, 0.0864], [-0.2145, 1.0437, 2.9613]], "total_charge": -1, "lumo_ha": 0.095, "total_energy_ev": -69535.573, "homo_lumo_gap_ha": 0.312, "de_lowest_kcal_mol": 8.2}